1.
The following is a quantum chemistry calculation of an isolated molecule of C4H6O in a non-equilibrium geometry, from OMol25.

As for the LUMO energy: 0.97 eV. Its HOMO energy is -0.341 Eh. The SMILES is CC1=C[C@H]1O.

ORCA input file:
```
! wB97M-V def2-TZVPD RIJCOSX def2/J DEFGRID3
* xyz 0 1
C -0.884 0.278 1.089
C 0.022 0.248 -0.152
C 0.987 0.790 -0.914
C 0.616 -0.554 -1.231
O 1.429 -1.645 -0.989
H -1.949 0.427 0.675
H -0.655 1.136 1.609
H -0.527 -0.583 1.687
H 1.707 1.447 -1.208
H -0.153 -0.922 -2.170
H 2.048 -1.279 -0.359
*
```

---

2.
The following is a quantum chemistry calculation of an isolated ion of composition C4H6N3O3S and charge -1 in a non-equilibrium geometry, from OMol25.

As for the LUMO energy: 3.36 eV. Its HOMO energy is -0.169 Eh.

ORCA input file:
```
! wB97M-V def2-TZVPD RIJCOSX def2/J DEFGRID3
* xyz -1 1
C -0.916 3.393 0.092
C 1.094 1.978 -0.235
C 0.499 -1.140 -0.291
C -0.477 2.188 -0.476
N -1.314 4.426 0.467
N 0.750 -0.222 0.778
N 1.520 0.817 0.305
O 3.546 -0.884 -0.833
O 1.851 2.928 -0.429
O 4.504 0.985 0.296
S 3.516 -0.045 0.321
H 1.538 -1.530 -0.730
H 0.078 -2.003 0.009
H -0.016 -0.738 -1.293
H -1.102 1.303 -0.146
H -0.586 2.374 -1.670
H -0.097 0.082 1.164
*
```

---

3.
The following is a quantum chemistry calculation of an isolated molecule of C3H5NO2S in a non-equilibrium geometry, from OMol25.

As for the LUMO energy: -0.84 eV. Its HOMO energy is -0.359 Eh. The SMILES is C#CCS(N)(=O)=O.

ORCA input file:
```
! wB97M-V def2-TZVPD RIJCOSX def2/J DEFGRID3
* xyz 0 1
C -1.837 2.015 -0.364
C -1.111 1.236 -0.964
C 0.119 0.594 -1.309
S 0.510 -1.049 0.009
N 1.040 -1.211 1.755
O -0.772 -1.702 0.110
O 1.709 -1.533 -0.615
H -2.643 2.359 0.217
H 1.099 1.122 -1.131
H 0.209 -0.060 -2.256
H 0.237 -1.356 2.346
H 1.440 -0.415 2.202
*
```